1.
11
Properties=species:S:1:pos:R:3 method="wB97M-V/def2-TZVPD" orbital_gap_ev=10.316 e_lumo_ev=0.46 homo_energy_ev=-9.9
C 0.712 -1.034 -0.093
C -0.004 -0.173 -1.169
C -0.215 -0.229 0.858
H 0.626 -2.126 0.269
H 1.781 -0.512 -0.170
H -0.733 -0.711 -1.593
H 0.843 0.289 -1.743
N -0.559 0.647 -0.070
N -1.078 1.770 0.205
N -0.979 1.596 1.466
N -0.393 0.484 2.041



2.
11
Properties=species:S:1:pos:R:3 method="wB97M-V/def2-TZVPD" orbital_gap_ev="8.738 / 8.943" e_lumo_ev="-0.43 / -0.23" homo_energy_ev="-9.2 / -9.2"
C -1.377 -0.809 -0.403
C 0.013 -0.775 -0.276
C -1.375 1.434 -0.259
N -2.069 0.319 -0.398
N -0.076 1.484 -0.006
N 2.926 0.404 -0.456
N 0.581 0.380 -0.010
H -1.931 -1.734 -0.480
H 0.651 -1.641 -0.333
H -1.900 2.376 -0.308
H 3.109 1.193 0.171



3.
11
Properties=species:S:1:pos:R:3 method="wB97M-V/def2-TZVPD" orbital_gap_ev=9.717 e_lumo_ev=0.29 homo_energy_ev=-9.4 smiles=C1Nc2n[nH]nc21
C 0.584 -1.253 0.457
N 1.324 -0.050 0.822
C 0.085 0.782 0.526
N -0.359 1.886 -0.268
N -1.095 1.189 -1.273
N -1.215 -0.108 -1.298
C -0.555 -0.342 -0.112
H 0.364 -1.735 1.511
H 1.068 -2.271 -0.155
H 1.324 -0.048 1.793
H -1.523 1.950 -2.002



4.
11
Properties=species:S:1:pos:R:3 method="wB97M-V/def2-TZVPD" orbital_gap_ev=8.487 e_lumo_ev=0.22 homo_energy_ev=-8.3
N 1.618 0.215 -0.903
C 0.751 -0.050 0.032
C 0.197 0.606 1.188
N -1.115 0.879 1.068
C -1.679 0.180 0.053
N -1.180 -0.976 -0.341
N 0.094 -1.262 0.220
H 1.957 1.159 -1.026
H 1.920 -0.507 -1.547
H 0.104 -0.727 1.502
H -2.673 0.437 -0.305



5.
11
Properties=species:S:1:pos:R:3 method="wB97M-V/def2-TZVPD" orbital_gap_ev=7.998 e_lumo_ev=-0.45 homo_energy_ev=-8.4
N -1.127 -1.144 -1.157
C -0.451 -0.258 -0.345
C 0.789 -0.482 0.239
N 1.385 0.664 0.680
C 0.785 1.899 0.786
N -0.549 1.895 0.516
N -1.113 0.901 -0.093
H -0.910 -2.126 -1.079
H -2.110 -0.926 -1.264
H 1.260 -1.462 0.331
H 2.042 1.038 1.387



6.
11
Properties=species:S:1:pos:R:3 method="wB97M-V/def2-TZVPD" orbital_gap_ev=9.452 e_lumo_ev=0.53 homo_energy_ev=-8.9 smiles=Nc1cnnnc1
N -1.206 -1.066 0.568
C -0.311 -0.185 0.168
C 0.028 -0.072 -1.177
N 0.856 0.817 -1.708
N 1.503 1.553 -0.805
N 1.429 1.398 0.428
C 0.553 0.518 0.968
H -1.636 -1.684 -0.071
H -1.318 -1.210 1.633
H -0.382 -0.653 -2.055
H 0.483 0.582 2.052



7.
12
Properties=species:S:1:pos:R:3 method="wB97M-V/def2-TZVPD" orbital_gap_ev=9.450 e_lumo_ev=0.20 homo_energy_ev=-9.2
C -1.459 -1.029 -0.270
C 1.951 0.280 0.062
C 0.508 0.816 -0.164
H -1.944 0.506 1.149
H -1.522 -2.089 -1.086
H 2.859 0.872 0.630
H -0.995 1.963 -0.319
N -2.444 -0.350 0.352
N 0.009 -0.491 -0.144
N 2.097 -0.934 0.172
N -0.008 1.926 -0.255
O 0.947 -1.470 -0.128



8.
12
Properties=species:S:1:pos:R:3 method="wB97M-V/def2-TZVPD" orbital_gap_ev=9.764 e_lumo_ev=0.19 homo_energy_ev=-9.6
O -0.178 1.460 1.450
N -0.075 0.190 1.990
C 0.343 -0.605 1.103
C 0.189 -0.331 -0.330
C 0.353 -1.161 -1.311
N -0.194 -0.652 -2.453
N -0.805 0.435 -2.094
N -0.487 0.729 -0.897
H -0.217 2.102 2.336
H 0.796 -1.571 1.426
H 0.759 -2.199 -0.990
H -0.486 1.603 -0.229



9.
12
Properties=species:S:1:pos:R:3 method="wB97M-V/def2-TZVPD" orbital_gap_ev=9.691 e_lumo_ev=0.94 homo_energy_ev=-8.8
H -0.187 2.799 -0.046
N 0.090 1.668 -0.056
C -0.712 0.765 0.101
O -2.054 0.609 -0.088
N -2.404 -0.668 -0.044
C -1.216 -1.320 -0.045
N -0.167 -0.539 0.128
N 1.087 -1.004 -0.068
C 1.939 -0.165 -0.032
H -0.993 -2.323 0.166
H 1.673 0.796 0.409
H 2.943 -0.618 -0.425



10.
12
Properties=species:S:1:pos:R:3 method="wB97M-V/def2-TZVPD" orbital_gap_ev=7.925 e_lumo_ev=-1.44 homo_energy_ev=-9.4
C 0.419 0.270 -1.349
C -1.238 -0.145 -0.013
C 0.029 -0.177 0.771
H 2.738 1.769 -0.374
H 1.012 0.399 -2.198
H -2.944 0.272 -0.249
H -0.287 -1.395 2.334
N 0.905 0.467 -0.145
N -0.914 -0.007 -1.401
N -2.439 -0.218 0.588
N 0.420 -0.754 1.877
O 2.302 0.356 -0.300



11.
13
Properties=species:S:1:pos:R:3 method="wB97M-V/def2-TZVPD" orbital_gap_ev=10.025 e_lumo_ev=0.55 homo_energy_ev=-9.5
H -2.181 -1.676 0.035
N -2.468 -0.684 -0.004
C -1.380 -0.047 0.009
N -1.382 1.357 -0.035
C -0.285 1.948 -0.007
O 0.988 1.383 -0.004
C 1.079 0.026 -0.005
N 2.181 -0.621 -0.026
H 2.932 0.060 0.115
N -0.152 -0.640 -0.012
O -0.039 -2.017 -0.002
H -0.231 3.043 0.027
H 0.938 -2.132 -0.091



12.
13
Properties=species:S:1:pos:R:3 method="wB97M-V/def2-TZVPD" orbital_gap_ev="8.067 / 8.067" e_lumo_ev="-1.00 / -1.00" homo_energy_ev="-9.1 / -9.1"
C 0.613 -1.815 -0.677
C -0.153 0.205 -0.155
C -1.445 0.730 0.283
N -0.009 -0.820 -1.016
N 1.132 -1.786 0.672
N 0.844 -0.921 1.401
N 0.845 1.240 -0.248
O 0.632 2.214 0.496
O 1.914 1.038 -0.849
H 0.770 -2.826 -1.223
H -1.067 1.467 1.018
H -2.153 0.052 0.741
H -1.923 1.222 -0.443



13.
14
Properties=species:S:1:pos:R:3 method="wB97M-V/def2-TZVPD" orbital_gap_ev=8.635 e_lumo_ev=0.54 homo_energy_ev=-8.1
C 0.991 0.203 -0.011
C -2.595 3.940 0.393
C -1.313 -0.104 -0.040
N 1.078 1.147 0.778
N 1.099 2.085 1.417
N -0.140 -0.156 -0.656
N 2.209 -0.567 -0.254
O -3.273 3.161 -0.099
O -1.816 4.658 0.828
S -2.542 0.062 -1.263
H -0.049 -0.540 -1.607
H 2.712 -1.168 0.430
H 2.949 -0.182 -0.855
H -3.678 0.050 -0.435



14.
13
Properties=species:S:1:pos:R:3 method="wB97M-V/def2-TZVPD" orbital_gap_ev=9.091 e_lumo_ev=-0.56 homo_energy_ev=-9.6 smiles=Nn1[nH]nc2ncnc1-2
N -1.878 -1.119 0.149
N -0.995 -0.184 -0.398
N -1.193 1.272 0.046
N 0.043 1.838 0.034
C 0.908 0.922 -0.066
N 2.267 0.810 0.086
C 2.381 -0.534 0.006
N 1.217 -1.343 -0.127
C 0.323 -0.393 -0.215
H -1.781 -1.142 1.280
H -2.845 -0.849 -0.209
H -1.810 1.754 -0.586
H 3.362 -1.034 -0.001



15.
9
Properties=species:S:1:pos:R:3 method="wB97M-V/def2-TZVPD" orbital_gap_ev=9.445 charge=+1 e_lumo_ev=-7.80 homo_energy_ev=-17.2
C 0.184 0.064 -0.331
C 1.527 -0.159 -0.474
C -1.146 -0.294 0.437
N -0.339 1.336 -0.396
O -1.356 1.119 0.322
H 2.227 0.514 -1.079
H 1.901 -0.954 0.081
H -1.921 -1.017 -0.051
H -1.077 -0.608 1.491



16.
9
Properties=species:S:1:pos:R:3 method="wB97M-V/def2-TZVPD" orbital_gap_ev=9.773 charge=+1 e_lumo_ev=-7.97 homo_energy_ev=-17.7
C 0.390 0.045 -0.495
C -0.191 -1.130 -0.695
C 0.585 1.305 0.269
N 1.262 0.533 -1.401
O 1.418 1.647 -0.811
H -0.056 -1.645 -1.592
H -1.038 -1.628 -0.095
H -0.392 1.851 0.284
H 1.166 1.033 1.170



17.
9
Properties=species:S:1:pos:R:3 method="wB97M-V/def2-TZVPD" orbital_gap_ev=8.886 charge=+1 e_lumo_ev=-7.34 homo_energy_ev=-16.2
C -1.845 0.045 -0.106
C 1.173 0.320 0.089
C -0.734 -0.552 0.050
N 2.360 0.137 -0.023
O 3.480 -0.065 -0.152
H -2.109 1.079 -0.204
H -2.684 -0.662 -0.138
H 0.680 1.235 0.349
H -0.321 -1.537 0.136



18.
11
Properties=species:S:1:pos:R:3 method="wB97M-V/def2-TZVPD" orbital_gap_ev=6.289 charge=-1 e_lumo_ev=4.01 homo_energy_ev=-2.3
O -0.556 -2.251 -0.448
C -0.390 -1.272 0.262
C -0.951 0.028 0.055
C -0.181 1.200 -0.644
N 1.066 1.324 -0.474
S 1.771 0.147 0.423
O 3.214 0.019 0.042
H -0.027 -1.526 1.353
H -1.078 0.433 1.023
H -1.978 0.023 -0.513
H -0.891 1.875 -1.079



19.
11
Properties=species:S:1:pos:R:3 method="wB97M-V/def2-TZVPD" orbital_gap_ev=7.703 charge=-1 e_lumo_ev=4.06 homo_energy_ev=-3.6
C -0.241 0.196 -1.218
C 0.994 -0.408 0.841
C 0.544 -0.881 -0.556
N -1.025 0.908 -0.538
O -1.731 -0.172 1.662
O -0.495 1.880 1.859
S -0.588 0.622 1.162
H -0.421 0.231 -2.358
H 1.591 0.460 0.573
H -0.066 -1.789 -0.459
H 1.437 -1.047 -0.969



20.
11
Properties=species:S:1:pos:R:3 method="wB97M-V/def2-TZVPD" orbital_gap_ev=7.697 charge=+1 e_lumo_ev=-6.20 homo_energy_ev=-13.9
C 2.687 0.391 0.085
C -1.288 -0.016 0.205
C -0.140 0.678 -0.329
N -0.960 -1.515 -0.021
O 3.728 0.840 0.225
O -1.833 -2.298 0.071
S 1.408 -0.584 -0.158
H -1.461 -0.094 1.344
H -2.126 0.123 -0.375
H -0.291 0.930 -1.300
H 0.276 1.546 0.253



Across the entries above, relative energy (zero: lowest compared OMol25 entry of this formula, charge and spin) takes the values 140.9, 151.2, 155.1, 152.0, 115.3, 71.1, 174.1, 107.9, 123.0, 153.0, 44.3, 140.6, 77.8, 50.0, 95.0, 94.1, 126.6, 54.8, 65.7, 73.1 kcal per mole, respectively.
Across the entries above, total energy takes the values -335.54884, -335.53238, -335.52617, -335.53111, -335.58955, -335.66010, -410.72590, -410.83133, -410.80732, -410.75945, -486.15652, -486.00304, -884.28613, -445.13043, -246.24072, -246.24211, -246.19041, -720.09965, -720.08222, -719.71358 hartree, respectively.
Across the entries above, F_max takes the values 8.6, 1.8, 6.1, 0.7, 2.6, 4.6, 8.7, 5.4, 8.5, 6.9, 3.1, 4.1, 6.6, 3.6, 3.3, 3.8, 2.8, 4.7, 4.2, 4.8 eV Å⁻¹, respectively.